28
Properties=species:S:1:pos:R:3:nbo_charge:R:1 method="wB97M-V/def2-TZVPD" charge=+2 spin_multiplicity=4 homo_ev="-15.23 / -15.25"
V 0.0152 0.0937 -1.1516 0.203
O 0.0173 3.0219 -1.8467 -0.262
C 0.0167 1.9351 -1.4626 0.584
C 0.0222 -1.9032 -1.5778 0.580
O 0.0361 -2.9867 -1.9236 -0.268
C 1.8669 0.0337 -1.4980 0.583
O 2.9084 0.0063 -1.9582 -0.256
C -1.8529 0.0286 -1.4909 0.582
O -2.9067 0.0047 -1.9307 -0.257
C 0.0035 0.7694 -6.0836 -0.395
H -0.9223 1.3313 -6.0613 0.203
H 0.9282 1.3335 -6.0749 0.204
C 0.0059 -0.5697 -6.1075 -0.399
H 0.9375 -1.1455 -6.1376 0.205
H -0.9228 -1.1503 -6.1227 0.204
N 0.0157 -0.0056 0.5558 -0.489
C -0.0043 -0.1001 1.6990 0.641
C -0.0106 -0.0821 3.0107 -0.291
C -1.2696 0.1250 3.6002 -0.099
C -1.3002 0.1313 4.9765 -0.194
C -0.0128 -0.0570 5.6004 -0.073
C 1.2519 -0.2679 4.9910 -0.204
C 1.2503 -0.2540 3.6068 -0.087
H -2.1080 0.2691 2.8800 0.239
H -2.3030 0.2762 5.4571 0.277
H -0.0202 -0.0303 6.6678 0.249
H 2.2618 -0.4499 5.4809 0.279
H 2.0957 -0.3575 2.9015 0.239